(1)
C27H35ClCrN2O5S | ωB97M-V with the def2-TZVPD basis set

Output
**M**: 587.102 g/mol
**Gap between HOMO and LUMO (spin up / spin down)**: 0.1561 / 0.1438 hartree
**Charge**: -1
**Spin multiplicity**: 4
**Calculated total energy**: -93562.493 eV

Element x y z (Å)
Cr  -0.39  0.87  0.02
Cl  0.41  1.46  1.97
N  1.36  1.20  -1.18
N  -2.53  0.45  0.06
C  2.02  2.33  -1.07
C  -3.48  1.30  0.35
C  2.30  0.22  -1.81
C  3.64  0.87  -1.55
C  2.04  0.07  -3.31
C  2.18  -1.12  -1.16
H  1.85  1.03  -3.79
H  1.21  -0.61  -3.50
H  2.94  -0.37  -3.76
H  2.52  -1.05  -0.12
H  2.76  -1.90  -1.67
H  1.08  -1.37  -1.12
C  -3.11  -0.92  0.15
C  -4.60  -0.66  0.26
C  -2.62  -1.54  1.41
C  -2.74  -1.79  -1.05
H  -3.06  -1.32  -1.98
H  -3.24  -2.75  -0.94
H  -1.66  -1.94  -1.05
H  -2.87  -0.89  2.26
H  -1.53  -1.62  1.40
H  -3.05  -2.54  1.54
O  -4.71  0.80  0.51
H  -5.09  -1.16  1.11
H  -5.20  -0.85  -0.64
O  3.31  2.28  -1.36
H  4.37  0.80  -2.36
H  4.08  0.51  -0.60
C  1.43  3.65  -0.67
C  -3.32  2.78  0.49
C  -2.34  3.26  -0.54
H  -2.92  2.94  1.51
H  -4.30  3.24  0.40
C  -0.99  3.31  -0.20
C  -0.01  3.71  -1.10
H  -0.71  3.17  0.86
C  -0.39  4.13  -2.38
C  -1.75  4.13  -2.70
C  0.63  4.56  -3.39
C  -2.73  3.67  -1.81
H  -2.06  4.50  -3.69
C  -4.17  3.59  -2.23
H  -4.30  4.07  -3.21
H  -4.82  4.10  -1.52
H  -4.52  2.55  -2.32
H  1.33  5.31  -2.99
H  0.13  5.01  -4.26
H  1.23  3.72  -3.76
H  2.03  4.43  -1.14
H  1.50  3.71  0.43
C  4.00  -5.80  5.08
C  3.28  -4.92  4.09
C  1.88  -5.01  4.02
C  1.17  -4.20  3.14
C  1.85  -3.29  2.33
C  3.23  -3.19  2.36
C  3.95  -4.02  3.25
S  0.68  -2.32  1.20
O  -0.08  -3.47  0.71
O  0.11  -1.52  2.31
O  0.06  -1.06  -0.15
H  3.65  -5.59  6.11
H  3.79  -6.86  4.88
H  5.08  -5.64  5.05
H  1.35  -5.71  4.67
H  0.09  -4.31  3.09
H  3.75  -2.49  1.71
H  5.04  -3.96  3.32

Need the Mulliken charges? In units of e they are:
1 Cr 0.021
2 Cl -0.449
3 N 0.513
4 N 0.771
5 C 0.576
6 C 0.307
7 C 1.944
8 C -0.699
9 C -1.521
10 C -2.048
11 H 0.283
12 H 0.333
13 H 0.373
14 H 0.112
15 H 0.326
16 H 0.116
17 C 1.470
18 C -0.724
19 C -1.645
20 C -1.714
21 H 0.445
22 H 0.404
23 H 0.052
24 H 0.443
25 H 0.096
26 H 0.419
27 O -0.438
28 H 0.284
29 H 0.357
30 O -0.453
31 H 0.282
32 H 0.329
33 C -1.465
34 C -1.331
35 C 0.705
36 H 0.367
37 H 0.286
38 C -2.124
39 C 0.715
40 H 1.076
41 C 1.062
42 C -0.991
43 C -1.534
44 C 1.049
45 H 0.243
46 C -1.607
47 H 0.452
48 H 0.316
49 H 0.254
50 H 0.316
51 H 0.446
52 H 0.185
53 H 0.304
54 H 0.481
55 C -1.355
56 C 1.035
57 C -0.727
58 C -0.779
59 C -0.068
60 C -0.123
61 C -0.842
62 S 1.041
63 O -0.759
64 O -0.702
65 O 0.379
66 H 0.297
67 H 0.297
68 H 0.336
69 H 0.264
70 H 0.314
71 H 0.396
72 H 0.226


(2)
C27H35CoN10OS | ωB97M-V with the def2-TZVPD basis set

Output
**M**: 606.646 g/mol
**Gap between HOMO and LUMO (spin up / spin down)**: 0.3146 / 0.3115 hartree
**Charge**: +1
**Spin multiplicity**: 2
**Calculated total energy**: -93972.214 eV

Element x y z (Å)
Co  -0.10  -0.38  -0.66
C  -5.90  -0.77  1.11
C  -4.76  -0.03  1.68
N  -4.73  0.56  2.84
N  -3.49  1.10  2.93
C  -2.72  0.84  1.86
S  -1.12  1.27  1.60
N  -3.55  0.12  1.04
N  -3.16  -0.34  -0.22
H  -6.76  -0.64  1.76
H  -5.67  -1.83  1.03
H  -6.15  -0.40  0.12
H  -3.21  1.61  3.75
H  -3.78  0.01  -0.94
H  -3.10  -1.35  -0.25
C  -0.30  -3.22  2.58
C  -0.76  -4.35  1.92
C  -1.04  -4.28  0.57
C  -0.83  -3.08  -0.11
N  -0.36  -2.00  0.53
C  -0.12  -2.07  1.84
C  -1.15  -2.85  -1.52
C  -1.59  -3.86  -2.37
C  -1.90  -3.56  -3.69
C  -1.78  -2.25  -4.13
C  -1.33  -1.25  -3.28
C  -0.98  -1.52  -1.96
H  -0.09  -3.23  3.63
H  -0.92  -5.28  2.46
H  -1.42  -5.14  0.04
H  0.23  -1.16  2.30
H  -1.69  -4.88  -2.03
H  -2.24  -4.34  -4.35
H  -2.03  -2.01  -5.16
H  -1.27  -0.25  -3.67
O  2.27  -1.45  -1.60
C  3.38  -0.71  -2.09
C  2.87  0.68  -2.45
C  1.71  0.63  -3.45
C  0.53  1.48  -3.09
C  0.14  2.48  -3.98
C  -0.98  3.25  -3.73
C  -1.70  3.00  -2.58
C  -1.26  2.00  -1.74
N  -0.17  1.25  -1.97
H  2.58  -2.26  -1.17
H  3.80  -1.20  -2.97
H  4.16  -0.64  -1.33
H  3.69  1.27  -2.85
H  2.54  1.17  -1.53
H  1.36  -0.40  -3.55
H  2.07  0.95  -4.43
H  0.73  2.64  -4.87
H  -1.28  4.02  -4.42
H  -2.59  3.56  -2.33
H  -1.79  1.77  -0.82
C  2.80  1.75  4.68
C  3.62  2.63  3.74
C  2.83  3.86  3.29
C  4.21  1.82  2.58
N  3.24  0.99  1.88
C  2.11  1.28  1.24
N  1.60  0.16  0.77
N  2.45  -0.81  1.13
N  3.42  -0.33  1.78
H  2.53  2.31  5.58
H  3.36  0.87  4.99
H  1.88  1.42  4.21
H  4.50  2.99  4.28
H  1.87  3.59  2.85
H  3.38  4.46  2.57
H  2.61  4.49  4.15
H  4.94  1.11  2.97
H  4.70  2.46  1.85
H  1.67  2.25  1.16

Need the Mulliken charges? In units of e they are:
1 Co -0.037
2 C -1.200
3 C 0.907
4 N -0.867
5 N 0.276
6 C 0.084
7 S -0.282
8 N 0.111
9 N -0.485
10 H 0.366
11 H 0.280
12 H 0.304
13 H 0.181
14 H 0.319
15 H 0.256
16 C -1.153
17 C -0.507
18 C -1.153
19 C 0.868
20 N 0.785
21 C -0.140
22 C 0.617
23 C -0.747
24 C -0.953
25 C -0.886
26 C 0.262
27 C 0.325
28 H 0.457
29 H 0.444
30 H 0.441
31 H 0.468
32 H 0.408
33 H 0.405
34 H 0.474
35 H 0.407
36 O -0.322
37 C -0.800
38 C -0.323
39 C -0.978
40 C 0.492
41 C -0.901
42 C -0.586
43 C -1.130
44 C -0.002
45 N 0.893
46 H 0.256
47 H 0.405
48 H 0.442
49 H 0.439
50 H -0.033
51 H 0.306
52 H 0.548
53 H 0.487
54 H 0.425
55 H 0.496
56 H -0.064
57 C -1.314
58 C 0.775
59 C -1.345
60 C -1.112
61 N 0.829
62 C -1.221
63 N 0.768
64 N 0.017
65 N -1.078
66 H 0.444
67 H 0.381
68 H 0.143
69 H 0.318
70 H 0.201
71 H 0.379
72 H 0.430
73 H 0.423
74 H 0.356
75 H 0.523


(3)
C27H35CrF6N5O4S2Sb | ωB97M-V with the def2-TZVPD basis set

Output
**M**: 845.486 g/mol
**Gap between HOMO and LUMO (spin up / spin down)**: 0.2579 / 0.2592 hartree
**Spin multiplicity**: 4
**Calculated total energy**: -117137.693 eV

Element x y z (Å)
Cr  0.04  -0.22  0.41
C  3.22  0.82  -1.88
C  3.35  0.58  -0.32
C  2.62  1.53  0.65
N  1.28  1.13  1.11
C  0.69  1.93  1.96
C  0.81  3.37  2.02
C  0.40  4.24  2.98
C  -0.49  4.10  4.17
C  -1.03  2.93  4.53
C  -1.12  1.75  3.85
C  -0.43  1.29  2.72
N  -0.64  0.03  2.30
C  -1.32  -0.96  3.12
C  -0.76  -2.33  2.79
C  0.72  -2.46  2.29
N  0.93  -1.90  0.95
C  1.70  -2.48  0.09
C  2.68  -3.48  0.41
C  3.57  -4.28  -0.31
C  3.88  -4.34  -1.62
C  3.25  -3.50  -2.56
C  2.37  -2.44  -2.31
C  1.64  -1.90  -1.24
N  0.88  -0.87  -1.32
C  0.81  -0.03  -2.48
C  1.81  1.14  -2.47
H  3.67  -0.06  -2.32
H  3.82  1.75  -2.01
H  4.41  0.74  -0.09
H  3.13  -0.46  -0.01
H  2.79  2.56  0.24
H  3.21  1.43  1.59
H  1.53  3.75  1.22
H  0.86  5.18  3.05
H  -0.58  5.05  4.70
H  -1.55  2.91  5.44
H  -1.67  0.93  4.29
H  -2.42  -0.87  2.97
H  -1.09  -0.76  4.21
H  -1.45  -2.90  2.16
H  -0.86  -2.89  3.75
H  0.85  -3.49  2.15
H  1.36  -1.91  2.97
H  2.89  -3.65  1.44
H  4.14  -4.98  0.30
H  4.66  -5.04  -1.93
H  3.42  -3.67  -3.65
H  2.10  -1.91  -3.25
H  -0.13  0.46  -2.56
H  0.83  -0.63  -3.41
H  0.41  2.28  -1.65
H  2.07  1.39  -3.47
F  -0.48  5.00  -3.31
C  -1.74  5.29  -2.93
F  -2.20  6.24  -3.77
F  -1.73  5.80  -1.75
S  -2.78  3.71  -3.07
O  1.40  2.29  -1.73
O  -4.14  4.05  -2.56
N  -1.78  3.07  -1.82
S  -2.20  1.87  -0.95
O  -0.94  1.46  -0.25
O  -2.95  0.80  -1.52
C  -3.25  2.36  0.48
F  -3.25  1.20  1.25
F  -4.50  2.53  0.05
F  -2.81  3.32  1.16
C  -1.18  -4.09  -0.55
Sb  -2.03  -2.16  -0.59
C  -2.49  -2.28  -2.71
C  -4.15  -2.38  -0.13
H  -1.81  -5.02  -0.72
H  -0.50  -4.22  0.28
H  -0.56  -3.94  -1.43
H  -2.94  -3.27  -2.78
H  -1.62  -2.22  -3.29
H  -3.11  -1.40  -3.08
H  -4.35  -2.32  0.96
H  -4.77  -3.12  -0.63
H  -4.47  -1.41  -0.58

Need the Mulliken charges? In units of e they are:
1 Cr -1.236
2 C -1.320
3 C -0.267
4 C -1.260
5 N 0.775
6 C 1.185
7 C -0.668
8 C -0.664
9 C -0.904
10 C -0.800
11 C -0.688
12 C 0.422
13 N 1.169
14 C -1.140
15 C -1.145
16 C -1.092
17 N 0.822
18 C 0.034
19 C -0.825
20 C -0.535
21 C -0.702
22 C -0.526
23 C -0.623
24 C 1.405
25 N 1.138
26 C -1.767
27 C 0.125
28 H 0.296
29 H 0.584
30 H 0.699
31 H -0.191
32 H 0.187
33 H 0.585
34 H 0.223
35 H 0.423
36 H 0.385
37 H 0.414
38 H 0.468
39 H 0.206
40 H 0.752
41 H 0.139
42 H 0.526
43 H 0.814
44 H 0.202
45 H 0.425
46 H 0.342
47 H 0.354
48 H 0.313
49 H 0.199
50 H 0.381
51 H 0.494
52 H -0.018
53 H 0.466
54 F -0.249
55 C 0.734
56 F -0.243
57 F -0.216
58 S 0.331
59 O -0.692
60 O -0.577
61 N -0.170
62 S 1.679
63 O -0.757
64 O -0.969
65 C 0.620
66 F -0.248
67 F -0.224
68 F -0.193
69 C -1.169
70 Sb 0.932
71 C -1.313
72 C -1.179
73 H 0.472
74 H 0.256
75 H 0.400
76 H 0.479
77 H 0.441
78 H 0.255
79 H 0.350
80 H 0.405
81 H 0.265


(4)
C27H35GeIrN3O7 | ωB97M-V with the def2-TZVPD basis set

Output
**M**: 778.418 g/mol
**Gap between HOMO and LUMO (spin up / spin down)**: 0.2311 / 0.2600 hartree
**Charge**: -2
**Spin multiplicity**: 6
**Calculated total energy**: -106720.086 eV

Element x y z (Å)
Ir  0.09  0.05  0.01
O  -2.69  2.05  2.99
C  -2.17  1.22  2.23
O  -1.03  1.33  1.69
C  -2.94  -0.09  1.98
C  -2.10  -1.30  2.40
C  -2.99  -2.54  2.56
C  -3.27  -2.91  1.08
C  -2.52  -1.79  0.35
O  -1.37  -1.62  1.20
C  -3.27  -0.46  0.50
C  -2.93  0.60  -0.58
O  -3.88  1.18  -1.10
O  -1.71  0.78  -0.93
H  -3.85  -0.02  2.58
H  -1.40  -1.11  3.21
H  -3.89  -2.31  3.13
H  -2.45  -3.34  3.07
H  -4.33  -2.92  0.84
H  -2.84  -3.88  0.83
H  -2.18  -2.02  -0.65
H  -4.34  -0.62  0.39
C  1.22  -3.88  1.23
C  1.80  -3.05  0.08
C  3.33  -3.15  0.01
C  1.16  -3.43  -1.24
C  1.47  -4.67  -1.79
C  0.89  -5.11  -2.97
C  -0.01  -4.27  -3.61
C  -0.35  -3.02  -3.10
C  -1.36  -2.22  -3.92
C  -2.81  -2.47  -3.47
C  -1.10  -0.72  -4.04
C  0.23  -2.59  -1.89
O  -0.12  -1.41  -1.42
H  1.52  -3.48  2.20
H  1.56  -4.92  1.16
H  0.13  -3.87  1.19
H  1.57  -2.00  0.29
H  3.66  -4.19  -0.08
H  3.79  -2.73  0.90
H  3.70  -2.60  -0.85
H  2.18  -5.31  -1.27
H  1.15  -6.07  -3.39
H  -0.46  -4.58  -4.54
H  -1.28  -2.64  -4.93
H  -3.04  -1.92  -2.55
H  -2.99  -3.53  -3.28
H  -3.51  -2.13  -4.23
H  -1.13  -0.21  -3.08
H  -1.87  -0.27  -4.68
H  -0.12  -0.52  -4.50
C  3.06  -1.43  3.52
Ge  2.94  0.32  2.61
C  4.72  0.62  1.80
C  2.83  1.61  4.11
C  1.50  0.68  1.42
H  3.85  -1.34  4.27
H  3.32  -2.24  2.85
H  2.13  -1.68  4.02
H  5.49  0.56  2.57
H  4.75  1.61  1.34
H  4.93  -0.11  1.03
H  3.69  1.48  4.78
H  1.91  1.46  4.68
H  2.83  2.63  3.73
H  1.31  1.76  1.47
O  1.33  1.31  -1.45
N  0.96  2.47  -1.83
C  1.11  2.69  -3.13
C  1.70  1.74  -4.02
N  2.22  1.01  -4.76
C  0.78  3.98  -3.64
N  0.55  5.02  -4.08

Need the Mulliken charges? In units of e they are:
1 Ir 3.148
2 O -0.830
3 C -0.257
4 O -0.502
5 C 0.173
6 C -0.049
7 C -1.099
8 C -0.955
9 C 0.871
10 O -0.136
11 C 0.173
12 C -0.100
13 O -0.833
14 O -0.787
15 H 0.329
16 H 0.544
17 H 0.405
18 H 0.329
19 H 0.469
20 H 0.359
21 H -0.868
22 H 0.593
23 C -1.225
24 C 3.334
25 C -1.580
26 C -0.329
27 C -0.807
28 C -1.154
29 C -0.938
30 C 0.704
31 C 0.508
32 C -1.354
33 C -1.467
34 C 0.457
35 O -1.086
36 H 0.201
37 H 0.388
38 H 0.079
39 H -1.991
40 H 0.326
41 H 0.303
42 H 0.399
43 H 0.252
44 H 0.359
45 H 0.316
46 H 0.552
47 H 0.142
48 H 0.300
49 H 0.481
50 H 0.099
51 H 0.439
52 H 0.312
53 C -1.250
54 Ge 0.371
55 C -1.263
56 C -1.285
57 C -0.552
58 H 0.436
59 H 0.364
60 H 0.327
61 H 0.373
62 H 0.386
63 H 0.375
64 H 0.379
65 H 0.351
66 H 0.389
67 H 0.512
68 O -0.252
69 N -0.450
70 C 0.593
71 C 0.224
72 N -0.602
73 C 0.151
74 N -0.574